1.
Here is a 2-piece molecular cluster, C13H12F5O7P overall from the OMol25 dataset. Energies are from wB97M-V/def2-TZVPD.

```
38
C13H12F5O7P, DFT wB97M-V/def2-TZVPD
O 2.824 -2.218 0.004
P 3.305 -0.930 -0.719
C 2.948 -1.087 -2.596
O 3.861 -0.799 -3.417
O 1.691 -1.525 -3.100
C 0.801 -0.399 -3.322
C 0.511 0.460 -1.991
C -0.989 1.096 -1.992
C -1.924 0.494 -0.839
C -2.960 -0.608 -1.323
F -3.859 0.011 -2.241
F -3.720 -1.023 -0.195
C -2.312 -1.928 -1.959
F -2.462 -1.914 -3.366
F -1.009 -2.199 -1.552
F -3.104 -3.028 -1.512
H 4.695 -0.653 -0.473
H 2.532 0.176 -0.239
H -0.196 -0.845 -3.685
H 1.146 0.283 -4.186
H 1.287 1.273 -1.791
H 0.529 -0.232 -1.071
H -1.463 1.061 -3.042
H -0.824 2.216 -1.778
H -2.554 1.363 -0.421
H -1.264 0.161 0.042
C 0.070 -0.452 3.608
C -0.627 -0.075 4.721
C -0.517 1.423 5.037
O -1.128 1.979 5.953
C 0.373 2.245 4.203
C 1.079 1.863 3.101
C 0.883 0.390 2.724
O 1.378 -0.130 1.715
O 1.845 2.570 2.381
O -1.327 -0.799 5.480
H 0.043 -1.492 3.299
H 0.443 3.275 4.540
```

The charge is -2. For the frontier orbital gap, the calculation gives 4.3 eV.

Now the Mulliken charges, all in e: number 1, O, carries -0.603; number 2, P, carries 0.521; number 3, C, carries 0.551; number 4, O, carries -0.559; number 5, O, carries -0.337; number 6, C, carries -0.525; number 7, C, carries -0.569; number 8, C, carries -0.657; number 9, C, carries -0.823; number 10, C, carries 0.725; number 11, F, carries -0.301; number 12, F, carries -0.286; number 13, C, carries 0.620; number 14, F, carries -0.260; number 15, F, carries -0.171; number 16, F, carries -0.293; number 17, H, carries 0.077; number 18, H, carries 0.128; number 19, H, carries 0.254; number 20, H, carries 0.317; number 21, H, carries 0.618; number 22, H, carries 0.241; number 23, H, carries 0.367; number 24, H, carries 0.278; number 25, H, carries 0.397; number 26, H, carries 0.259; number 27, C, carries -0.724; number 28, C, carries 0.472; number 29, C, carries 0.542; number 30, O, carries -0.739; number 31, C, carries -0.697; number 32, C, carries 0.369; number 33, C, carries 0.269; number 34, O, carries -0.477; number 35, O, carries -0.862; number 36, O, carries -0.818; number 37, H, carries 0.359; number 38, H, carries 0.338

=====

2.
Here is a 10-piece molecular cluster, C54H85F9N2O19P overall from the OMol25 dataset. Energies are from wB97M-V/def2-TZVPD.

```
170
C54H85F9N2O19P, DFT wB97M-V/def2-TZVPD
C -2.895 -0.004 4.876
C -3.272 1.432 5.190
N -3.447 2.322 3.965
P -5.189 2.172 3.459
N -5.623 0.738 3.103
C -3.326 3.765 4.445
C -1.850 4.040 4.370
C -1.553 3.530 2.945
O -0.221 3.176 2.749
C 0.614 4.159 2.118
C 2.003 4.269 2.746
C 2.848 3.086 2.265
C 1.999 4.488 4.262
C 3.348 5.025 4.770
C 1.634 3.235 5.098
C -2.359 2.200 2.918
C -2.831 1.757 1.532
C -1.679 1.437 0.576
C -1.009 0.101 0.867
F -0.256 0.140 2.006
F -1.963 -0.851 1.036
C -0.131 -0.369 -0.344
F -0.989 -0.945 -1.219
F 0.427 0.701 -0.959
C 0.964 -1.442 -0.036
F 1.137 -2.189 -1.147
F 0.528 -2.244 0.955
C 2.374 -0.917 0.347
F 2.333 -0.234 1.479
F 2.884 -0.160 -0.614
F 3.174 -1.968 0.521
H -1.932 -0.083 4.371
H -3.666 -0.512 4.299
H -2.785 -0.521 5.833
H -2.555 1.891 5.869
H -4.239 1.430 5.704
H -5.801 2.658 4.618
H -5.355 3.156 2.473
H -5.970 0.667 2.145
H -3.791 4.427 3.707
H -3.820 3.905 5.405
H -1.242 3.408 5.022
H -1.591 5.080 4.562
H -1.925 4.284 2.239
H 0.751 3.841 1.075
H 0.107 5.131 2.083
H 2.427 5.181 2.306
H 3.046 3.235 1.197
H 3.815 2.984 2.749
H 2.273 2.162 2.339
H 1.264 5.277 4.478
H 3.195 5.397 5.785
H 3.774 5.788 4.118
H 4.051 4.192 4.828
H 2.472 2.947 5.732
H 1.325 2.388 4.488
H 0.808 3.464 5.780
H -1.623 1.478 3.269
H -3.509 0.904 1.587
H -3.408 2.573 1.079
H -2.106 1.343 -0.428
H -0.927 2.224 0.522
O -6.883 3.103 0.203
C -7.168 2.059 -0.322
O -7.080 0.888 0.336
C -7.351 -0.223 -0.572
C -8.168 0.398 -1.697
C -7.611 1.822 -1.748
H -6.398 -0.611 -0.913
H -7.887 -0.999 -0.037
H -8.077 -0.149 -2.632
H -9.223 0.424 -1.421
H -6.732 1.894 -2.390
H -8.339 2.571 -2.047
O -2.104 -2.356 -5.893
C -1.393 -1.404 -5.750
O -1.065 -0.588 -6.776
C -0.109 0.401 -6.348
C -0.287 0.493 -4.836
C -0.701 -0.935 -4.485
H 0.887 0.057 -6.632
H -0.323 1.331 -6.867
H 0.607 0.841 -4.322
H -1.101 1.181 -4.601
H 0.160 -1.581 -4.305
H -1.381 -0.991 -3.640
O 3.178 -3.147 -9.541
C 2.000 -3.310 -9.428
O 1.190 -2.370 -8.882
C -0.158 -2.867 -8.772
C -0.254 -3.989 -9.799
C 1.176 -4.529 -9.806
H -0.308 -3.225 -7.753
H -0.845 -2.048 -8.956
H -1.013 -4.727 -9.551
H -0.494 -3.573 -10.778
H 1.333 -5.293 -9.043
H 1.493 -4.913 -10.771
O -9.237 -1.900 1.484
C -9.704 -1.208 2.343
O -11.034 -1.121 2.546
C -11.326 -0.147 3.564
C -10.041 -0.026 4.376
C -8.974 -0.303 3.316
H -11.596 0.790 3.072
H -12.176 -0.497 4.143
H -9.943 0.937 4.874
H -10.012 -0.804 5.139
H -8.675 0.599 2.779
H -8.088 -0.795 3.704
O 5.960 3.763 3.233
C 6.716 3.455 2.354
O 6.660 2.242 1.765
C 7.744 2.093 0.822
C 8.147 3.511 0.458
C 7.848 4.267 1.755
H 8.545 1.540 1.315
H 7.391 1.520 -0.032
H 9.180 3.585 0.126
H 7.508 3.880 -0.337
H 8.686 4.249 2.455
H 7.533 5.294 1.597
O 7.797 3.166 -2.556
C 7.691 4.221 -3.110
O 6.908 5.211 -2.620
C 6.887 6.330 -3.529
C 8.156 6.190 -4.361
C 8.334 4.672 -4.407
H 5.982 6.257 -4.135
H 6.848 7.246 -2.946
H 8.078 6.662 -5.338
H 8.995 6.643 -3.833
H 7.789 4.214 -5.233
H 9.373 4.358 -4.443
O 8.643 -5.019 0.595
C 7.680 -4.554 0.066
O 7.713 -4.042 -1.189
C 6.446 -3.460 -1.529
C 5.436 -4.137 -0.608
C 6.281 -4.401 0.639
H 6.505 -2.383 -1.358
H 6.256 -3.637 -2.585
H 4.553 -3.534 -0.431
H 5.117 -5.084 -1.045
H 6.274 -3.552 1.324
H 5.986 -5.303 1.164
O -4.082 -1.621 -0.790
C -4.547 -2.671 -1.138
O -5.841 -2.789 -1.496
C -6.166 -4.170 -1.766
C -4.830 -4.831 -2.088
C -3.864 -4.020 -1.222
H -6.638 -4.587 -0.876
H -6.875 -4.202 -2.589
H -4.826 -5.899 -1.885
H -4.589 -4.685 -3.141
H -3.777 -4.421 -0.210
H -2.874 -3.916 -1.656
O 3.943 -10.284 4.055
C 3.878 -9.280 3.416
O 3.024 -8.271 3.736
C 3.078 -7.236 2.746
C 4.433 -7.400 2.066
C 4.649 -8.910 2.160
H 2.248 -7.380 2.050
H 2.957 -6.275 3.240
H 4.451 -7.009 1.050
H 5.200 -6.884 2.644
H 4.207 -9.445 1.318
H 5.692 -9.194 2.260
```

The charge is +1. For the frontier orbital gap, the calculation gives 9.2 eV.

Atomic partial charges in e from the Mulliken method, atoms 1 to 99: number 1, C, carries -1.144; number 2, C, carries -0.403; number 3, N, carries 0.787; number 4, P, carries 0.158; number 5, N, carries -0.152; number 6, C, carries -1.000; number 7, C, carries -0.470; number 8, C, carries -0.296; number 9, O, carries 0.439; number 10, C, carries -1.454; number 11, C, carries 0.877; number 12, C, carries -1.458; number 13, C, carries 0.606; number 14, C, carries -1.742; number 15, C, carries -1.268; number 16, C, carries 0.681; number 17, C, carries -1.593; number 18, C, carries -1.273; number 19, C, carries 0.831; number 20, F, carries -0.332; number 21, F, carries -0.312; number 22, C, carries 0.492; number 23, F, carries -0.229; number 24, F, carries -0.334; number 25, C, carries 0.624; number 26, F, carries -0.296; number 27, F, carries -0.292; number 28, C, carries 0.474; number 29, F, carries -0.205; number 30, F, carries -0.243; number 31, F, carries -0.244; number 32, H, carries 0.212; number 33, H, carries 0.266; number 34, H, carries 0.492; number 35, H, carries 0.524; number 36, H, carries 0.423; number 37, H, carries 0.133; number 38, H, carries 0.108; number 39, H, carries -0.005; number 40, H, carries 0.496; number 41, H, carries 0.507; number 42, H, carries -0.122; number 43, H, carries 0.489; number 44, H, carries 0.330; number 45, H, carries 0.258; number 46, H, carries 0.463; number 47, H, carries 0.573; number 48, H, carries 0.504; number 49, H, carries 0.173; number 50, H, carries -0.045; number 51, H, carries 0.364; number 52, H, carries 0.470; number 53, H, carries 0.390; number 54, H, carries 0.337; number 55, H, carries 0.520; number 56, H, carries 0.112; number 57, H, carries 0.181; number 58, H, carries -0.571; number 59, H, carries 0.706; number 60, H, carries 0.562; number 61, H, carries 0.764; number 62, H, carries 0.156; number 63, O, carries -0.657; number 64, C, carries 0.190; number 65, O, carries -0.117; number 66, C, carries 0.222; number 67, C, carries -0.711; number 68, C, carries -0.457; number 69, H, carries -0.146; number 70, H, carries 0.313; number 71, H, carries 0.402; number 72, H, carries 0.307; number 73, H, carries 0.258; number 74, H, carries 0.372; number 75, O, carries -0.604; number 76, C, carries 0.427; number 77, O, carries -0.323; number 78, C, carries -0.527; number 79, C, carries -0.508; number 80, C, carries 0.356; number 81, H, carries 0.241; number 82, H, carries 0.356; number 83, H, carries 0.325; number 84, H, carries 0.307; number 85, H, carries 0.175; number 86, H, carries -0.182; number 87, O, carries -0.587; number 88, C, carries 0.451; number 89, O, carries -0.354; number 90, C, carries -0.166; number 91, C, carries -0.587; number 92, C, carries -0.378; number 93, H, carries 0.098; number 94, H, carries 0.319; number 95, H, carries 0.333; number 96, H, carries 0.289; number 97, H, carries 0.244; number 98, H, carries 0.313; number 99, O, carries -0.592

=====

3.
Here is an isolated ion of composition CH5N2 and charge +1 from the OMol25 dataset. Energies are from wB97M-V/def2-TZVPD.

```
8
CH5N2, DFT wB97M-V/def2-TZVPD
H 2.452 -0.055 -0.159
N 1.497 0.206 0.101
C 0.460 -0.423 -0.011
N -0.871 0.247 -0.081
H 0.328 -1.562 0.048
H -1.559 0.044 0.680
H -1.450 0.118 -0.913
H -0.858 1.427 0.335
```

The charge is +1. For the frontier orbital gap, the calculation gives 11.2 eV.

Now the Mulliken charges, all in e: number 1, H, carries 0.329; number 2, N, carries -0.406; number 3, C, carries 0.033; number 4, N, carries -0.540; number 5, H, carries 0.326; number 6, H, carries 0.409; number 7, H, carries 0.366; number 8, H, carries 0.483

=====

Largest force on an atom values (in eV/Å) by entry order: 5.31, 2.01, 6.70.